No. 1
This record from OMol25 describes 15 unconnected molecules or ions with the total composition C48H81N9O6 at a distorted geometry. The level of theory is ωB97M-V/def2-TZVPD.

Properties
HOMO energy in eV: -8.02
Relative energy (zero: lowest compared OMol25 entry of this formula, charge and spin) in kcal per mole: 66.6
Gap between HOMO and LUMO in eV: 8.556

```
144
Properties=species:S:1:pos:R:3:forces:R:3:lowdin_charge:R:1
C 2.351 -21.005 2.769 -0.2 0.2 -0.2 -0.077
C 1.161 -20.120 2.392 0.2 -1.2 -1.0 -0.277
O 0.868 -20.384 0.995 -0.1 0.7 -0.3 -0.142
H 3.067 -20.857 1.944 0.0 -0.4 0.4 0.070
H 2.050 -22.073 2.848 0.4 0.7 0.0 0.072
H 2.808 -20.635 3.708 -0.3 -0.4 -0.4 0.081
H 1.440 -19.096 2.542 -0.2 0.7 0.1 0.103
H 0.287 -20.410 2.943 -0.5 0.2 0.7 0.092
H 0.184 -19.776 0.620 0.7 -0.6 0.9 0.080
C 6.239 -23.313 -6.790 0.2 -0.3 0.7 -0.088
C 4.791 -22.898 -6.852 -1.1 -1.6 -1.1 -0.293
O 4.021 -23.360 -5.715 -0.5 -1.1 -0.5 -0.146
H 6.298 -24.418 -6.923 0.3 0.8 0.2 0.086
H 6.660 -23.002 -5.807 -0.2 -0.4 -0.5 0.086
H 6.835 -22.789 -7.551 -0.3 -0.3 0.0 0.077
H 4.318 -23.315 -7.787 0.4 0.4 0.8 0.125
H 4.680 -21.847 -6.920 -0.1 1.2 0.2 0.096
H 3.343 -24.048 -5.977 1.0 1.2 0.0 0.084
C 0.625 -29.076 -2.580 2.0 0.1 -0.2 -0.085
C 0.578 -28.317 -3.926 -0.8 0.1 1.4 -0.354
O 1.812 -28.251 -4.603 -0.4 -0.4 -0.6 -0.088
H -0.305 -29.029 -2.025 -0.2 0.0 -0.1 0.045
H 1.409 -28.529 -1.980 -0.7 -0.8 -0.2 0.075
H 0.952 -30.147 -2.713 -0.4 1.1 0.1 0.093
H 0.186 -27.294 -3.678 0.2 -0.6 -0.4 0.102
H -0.173 -28.841 -4.531 0.4 0.4 -0.4 0.109
H 2.551 -27.996 -4.041 -0.1 0.1 0.2 0.050
C -2.799 -25.796 -8.195 0.6 0.6 1.0 -0.055
C -3.243 -25.763 -6.716 -0.1 1.2 -0.7 -0.262
O -3.268 -24.394 -6.223 0.2 -0.7 0.0 -0.116
H -3.368 -25.135 -8.874 0.1 -0.3 0.6 0.080
H -2.816 -26.812 -8.592 0.1 0.0 0.1 0.072
H -1.753 -25.424 -8.133 -0.5 -0.3 -0.6 0.070
H -2.617 -26.352 -6.085 1.0 -0.4 0.3 0.100
H -4.205 -26.183 -6.536 -1.0 -0.2 -0.2 0.055
H -2.707 -24.325 -5.433 0.0 -0.1 -0.3 0.041
C 2.968 -25.514 -2.971 -0.8 0.5 -0.6 -0.071
C 4.449 -25.740 -3.256 0.1 0.7 0.7 -0.324
O 4.615 -26.707 -4.243 0.6 -1.6 0.3 -0.064
H 2.403 -25.156 -3.871 0.8 0.0 0.4 0.067
H 2.831 -24.740 -2.205 -0.1 -0.3 0.0 0.061
H 2.395 -26.440 -2.746 0.7 0.5 0.5 0.056
H 4.989 -26.085 -2.351 -0.4 -0.1 -0.4 0.125
H 4.987 -24.828 -3.574 -0.6 0.0 0.2 0.095
H 4.322 -26.379 -5.078 -0.3 0.5 -0.8 0.067
C -7.053 -25.467 -7.038 1.5 1.2 -1.1 -0.084
C -7.309 -25.373 -5.579 1.2 -0.1 0.5 -0.287
O -6.832 -26.588 -4.962 -0.3 0.1 0.4 -0.107
H -7.665 -26.247 -7.437 -0.7 -0.1 -0.6 0.073
H -6.014 -25.792 -7.279 -0.5 0.4 0.4 0.064
H -7.141 -24.464 -7.531 -0.4 -1.0 0.2 0.102
H -8.368 -25.329 -5.440 -0.7 -0.1 0.4 0.106
H -6.870 -24.470 -5.097 0.0 -0.6 -0.3 0.098
H -6.110 -26.970 -5.483 -0.3 0.4 0.0 0.063
N 0.241 -24.047 -5.566 0.7 -0.4 -1.0 0.030
C 0.815 -25.122 -6.246 -0.2 1.2 0.2 -0.118
C 1.333 -24.593 -7.438 -1.7 -0.6 1.2 -0.124
C 0.914 -23.217 -7.521 0.5 -0.1 0.7 -0.098
C 0.329 -22.896 -6.297 0.6 0.1 -0.7 -0.126
H 0.019 -24.032 -4.601 -0.5 -0.1 0.9 0.084
H 0.660 -26.152 -5.864 0.6 0.9 -0.4 0.109
H 1.746 -25.290 -8.130 0.3 0.2 -0.9 0.083
H 1.062 -22.525 -8.348 0.1 -0.2 0.3 0.092
H 0.125 -21.900 -5.862 -0.2 -0.9 -0.4 0.108
N -2.086 -19.836 -0.615 -0.7 1.4 0.2 0.023
C -2.053 -20.962 0.109 0.1 -2.1 0.1 -0.182
C -2.261 -20.646 1.430 0.4 1.3 0.2 -0.102
C -2.370 -19.202 1.486 -1.0 0.1 0.4 -0.095
C -2.376 -18.764 0.182 0.7 -0.6 0.8 -0.137
H -2.106 -19.716 -1.594 0.2 -0.5 -1.2 0.104
H -1.851 -21.919 -0.403 -0.2 0.6 0.5 0.113
H -2.247 -21.270 2.311 0.0 -0.2 -0.3 0.093
H -2.555 -18.540 2.365 0.2 -0.9 -0.9 0.110
H -2.590 -17.830 -0.261 0.1 0.9 -0.2 0.098
N -3.200 -18.999 -5.178 -1.1 -0.4 -0.1 0.026
C -2.227 -19.034 -6.156 0.1 0.7 1.6 -0.109
C -1.121 -18.414 -5.585 0.1 -1.1 -1.6 -0.126
C -1.460 -18.014 -4.291 0.4 -0.2 1.2 -0.141
C -2.746 -18.397 -4.024 0.4 -0.3 -1.7 -0.144
H -4.149 -19.369 -5.272 0.5 0.1 -0.2 0.118
H -2.368 -19.461 -7.137 -0.2 0.0 0.2 0.098
H -0.161 -18.434 -6.092 -0.1 0.5 0.3 0.092
H -0.794 -17.675 -3.526 0.3 0.5 0.1 0.086
H -3.340 -18.268 -3.151 -0.4 0.0 0.3 0.092
N -5.197 -27.412 -2.781 -0.2 0.3 0.3 0.020
C -4.390 -28.332 -3.397 -0.9 0.6 -0.1 -0.143
C -3.366 -28.607 -2.556 2.3 0.0 -0.3 -0.130
C -3.493 -27.780 -1.422 -1.7 0.7 0.5 -0.117
C -4.677 -27.042 -1.572 1.8 -1.9 -0.9 -0.116
H -6.061 -27.073 -3.168 -0.1 0.2 -0.2 0.106
H -4.598 -28.636 -4.404 0.0 -0.3 -0.1 0.104
H -2.421 -29.090 -2.854 -0.9 -0.2 0.3 0.085
H -2.963 -27.805 -0.491 0.5 0.1 0.0 0.080
H -5.104 -26.351 -0.906 -0.7 0.7 0.5 0.091
N 3.198 -21.679 -3.681 1.0 -0.7 -0.3 0.017
C 3.943 -21.979 -2.530 0.6 -0.4 0.0 -0.154
C 3.623 -21.084 -1.541 -1.3 0.6 -1.6 -0.123
C 2.639 -20.181 -2.095 0.7 -0.3 -0.4 -0.108
C 2.472 -20.539 -3.436 -0.4 -0.9 1.2 -0.154
H 3.225 -22.226 -4.612 0.3 1.1 2.0 0.129
H 4.778 -22.711 -2.388 -1.2 0.5 -0.9 0.115
H 4.047 -21.032 -0.571 0.3 0.0 0.6 0.072
H 2.194 -19.365 -1.536 0.0 -0.1 -0.4 0.080
H 1.758 -20.250 -4.189 0.0 0.4 0.1 0.091
N -0.712 -23.996 -1.947 0.8 0.4 0.3 0.060
C -1.869 -24.264 -2.548 -1.1 0.4 -1.3 -0.138
C -2.205 -23.235 -3.410 0.6 0.7 0.3 -0.092
C -1.125 -22.254 -3.269 -0.8 0.4 -0.7 -0.107
C -0.260 -22.781 -2.373 -0.9 -0.7 -0.1 -0.159
H -0.403 -24.534 -1.153 0.5 0.0 0.1 0.092
H -2.335 -25.196 -2.365 -0.7 -0.7 0.2 0.097
H -3.129 -23.159 -3.971 0.2 0.1 0.1 0.081
H -0.884 -21.248 -3.692 -0.8 -1.1 0.0 0.107
H 0.622 -22.344 -2.091 2.1 0.7 1.0 0.079
N -4.865 -22.020 -6.505 -0.9 0.0 0.2 0.042
C -5.934 -21.586 -5.774 0.3 -0.5 0.5 -0.147
C -6.350 -20.396 -6.291 -0.3 1.2 -0.1 -0.134
C -5.524 -20.092 -7.416 0.8 0.2 -0.3 -0.116
C -4.646 -21.156 -7.525 -0.5 0.5 0.7 -0.159
H -4.334 -22.856 -6.313 0.1 -0.3 -0.2 0.092
H -6.295 -22.161 -4.933 0.0 0.1 0.0 0.085
H -7.123 -19.745 -5.888 0.1 -0.3 -0.1 0.093
H -5.423 -19.149 -7.992 -0.5 -1.0 0.4 0.107
H -3.877 -21.406 -8.189 0.9 0.1 -1.0 0.097
N -6.490 -21.074 -2.080 0.4 1.2 0.2 0.012
C -5.318 -21.664 -1.720 0.4 -0.9 0.2 -0.130
C -5.487 -23.035 -1.817 -0.4 1.1 -0.3 -0.082
C -6.847 -23.237 -2.278 2.1 -1.9 0.3 -0.119
C -7.394 -22.029 -2.414 -1.7 1.2 -0.2 -0.187
H -6.597 -20.064 -2.180 -0.2 -0.8 0.1 0.157
H -4.464 -21.095 -1.366 -0.2 -0.1 -0.2 0.094
H -4.690 -23.731 -1.622 -0.2 -0.3 0.0 0.069
H -7.252 -24.206 -2.541 -0.3 0.2 0.2 0.090
H -8.424 -21.777 -2.599 0.0 0.1 -0.3 0.114
N 0.180 -23.173 1.104 2.3 -0.6 -0.9 0.052
C 1.283 -23.881 0.578 -2.2 0.5 0.8 -0.097
C 0.909 -25.193 0.539 0.9 -0.3 -0.3 -0.136
C -0.390 -25.288 1.042 -1.5 -1.2 0.6 -0.134
C -0.794 -24.034 1.379 -2.0 -0.1 0.2 -0.170
H 0.098 -22.189 0.985 0.1 1.1 0.3 0.074
H 2.160 -23.377 0.303 0.9 0.6 -0.4 0.093
H 1.514 -25.983 0.151 0.2 -0.4 0.0 0.091
H -1.055 -26.145 1.197 0.7 0.2 -0.2 0.102
H -1.800 -23.738 1.704 0.7 0.0 -0.1 0.124
```
Forces are in eV/Å.

---

No. 2
This record from OMol25 describes a molecular structure, C33H29BCo2F6O8 at a distorted geometry. The level of theory is ωB97M-V/def2-TZVPD.

Properties
HOMO energy in eV: -6.28
Relative energy (zero: lowest compared OMol25 entry of this formula, charge and spin) in kcal per mole: 33.6
Gap between HOMO and LUMO in eV: 1.436

```
79
Properties=species:S:1:pos:R:3:forces:R:3:lowdin_charge:R:1
C 3.028 -5.729 -3.525 0.1 0.0 -0.1 -0.017
C 2.151 -4.725 -2.797 0.4 0.6 -0.3 -0.480
C 0.749 -4.750 -3.412 -0.2 0.1 -0.1 -0.010
O 2.079 -5.088 -1.430 0.4 0.5 -0.3 0.065
B 1.811 -3.848 -0.735 -1.0 -0.2 0.6 -0.847
C 0.213 -3.818 -0.309 1.0 0.1 -0.3 -0.047
C -0.457 -4.998 -0.040 -0.6 0.1 0.3 0.052
C -1.798 -4.945 0.339 0.0 -0.4 -0.1 -0.105
C -2.515 -6.232 0.630 -0.1 -0.4 0.0 -0.515
F -3.859 -6.139 0.403 0.9 -0.2 0.3 0.112
F -2.043 -7.259 -0.144 -0.5 0.7 0.7 0.112
F -2.351 -6.609 1.940 -0.3 0.1 -1.0 0.113
C -2.467 -3.738 0.489 0.1 0.0 0.0 0.047
C -1.759 -2.576 0.223 0.0 0.4 0.0 -0.108
C -2.392 -1.232 0.419 0.0 0.3 0.0 -0.515
F -1.472 -0.328 0.895 -0.9 -0.4 -0.4 0.094
F -2.877 -0.715 -0.756 0.2 -0.1 0.9 0.111
F -3.425 -1.262 1.307 0.6 0.2 -0.6 0.115
C -0.441 -2.605 -0.228 -0.6 0.0 0.5 0.046
C 2.637 -3.800 0.731 0.1 -0.4 0.6 -0.041
C 2.416 -2.540 1.449 0.4 0.2 0.0 -0.120
C 2.800 -1.333 0.997 0.1 -0.3 0.2 -0.141
C 2.511 -0.066 1.726 0.1 0.3 0.1 -0.106
O 2.134 -2.712 -1.558 0.1 -0.2 -0.4 0.057
C 2.741 -3.224 -2.729 -0.3 -0.8 -0.3 -0.481
C 4.254 -3.219 -2.544 0.2 -0.2 0.0 -0.014
C 2.379 -2.331 -3.902 -0.1 -0.1 -0.2 -0.014
H 3.158 -5.435 -4.574 0.1 0.0 0.1 0.089
H 4.005 -5.833 -3.042 -0.1 0.1 -0.1 0.084
H 2.539 -6.707 -3.512 0.0 0.1 0.0 0.089
H 0.807 -4.630 -4.500 0.0 0.1 0.1 0.087
H 0.287 -5.727 -3.218 0.1 0.2 0.1 0.098
H 0.102 -3.959 -3.008 0.2 -0.3 -0.1 0.091
H 0.040 -5.964 -0.120 0.0 0.3 0.0 0.140
H -3.504 -3.706 0.801 0.1 0.0 0.0 0.131
H 0.064 -1.672 -0.473 0.0 -0.3 0.1 0.134
H 2.242 -4.647 1.305 0.2 0.1 -0.1 0.108
H 3.694 -3.989 0.500 -0.2 0.1 -0.2 0.114
H 1.912 -2.602 2.422 -0.1 0.2 -0.3 0.122
H 3.347 -1.252 0.056 -0.3 -0.2 0.1 0.109
H 3.149 0.735 1.345 -0.1 0.1 0.1 0.064
H 1.469 0.252 1.590 0.1 0.0 0.0 0.069
H 2.696 -0.173 2.801 -0.1 0.1 -0.1 0.075
H 4.751 -3.519 -3.474 0.0 0.0 0.2 0.087
H 4.583 -2.203 -2.297 -0.1 -0.2 0.0 0.090
H 4.563 -3.900 -1.739 -0.1 0.2 -0.2 0.092
H 2.779 -2.746 -4.834 -0.1 0.1 0.1 0.090
H 1.296 -2.205 -3.998 0.2 0.0 0.0 0.084
H 2.828 -1.343 -3.756 -0.1 -0.1 0.0 0.087
O -4.195 4.256 -3.107 1.2 0.6 2.7 0.154
C -3.809 4.565 -2.059 -2.1 -0.1 -3.7 -0.121
Co -3.297 4.952 -0.434 2.2 2.2 1.4 0.155
C -4.750 4.730 0.527 -3.1 -0.4 1.5 -0.102
O -5.688 4.573 1.190 2.5 0.4 -1.7 0.158
C -2.259 3.673 0.174 2.9 -3.9 2.2 -0.110
O -1.624 2.812 0.619 -1.6 2.2 -1.2 0.149
C -2.861 6.876 -0.063 -1.9 2.7 1.8 -0.235
C -2.131 6.848 1.143 -2.6 -1.2 -1.2 -0.245
C -2.448 6.573 2.434 -0.4 -1.0 0.9 -0.004
C -1.647 5.761 3.313 0.0 0.2 0.4 -0.213
C -2.257 5.223 4.478 0.4 0.3 -0.1 -0.019
C -1.504 4.507 5.397 0.0 0.1 -0.2 -0.062
C -0.132 4.297 5.166 -0.1 0.1 -0.1 -0.050
C 0.468 4.760 3.985 -0.3 0.1 -0.1 -0.053
C -0.292 5.460 3.048 0.2 0.0 0.3 -0.012
Co -1.104 6.828 -0.327 2.0 -2.0 -1.4 0.087
C -1.236 6.739 -2.076 0.2 0.2 -4.0 -0.117
O -1.301 6.688 -3.229 -0.1 0.1 2.6 0.174
C 0.323 5.695 -0.242 3.3 -1.6 -0.8 -0.087
O 1.300 5.115 -0.460 -2.6 1.2 0.8 0.169
C -0.356 8.431 -0.148 1.2 2.9 -0.6 -0.056
O 0.126 9.481 -0.201 -1.2 -2.6 0.4 0.176
H -3.582 7.625 -0.374 -0.2 -0.3 -0.1 0.098
H -3.451 6.857 2.784 0.3 -0.3 -0.1 0.134
H -3.323 5.407 4.621 0.3 -0.1 0.1 0.119
H -1.984 4.134 6.303 0.2 0.0 -0.3 0.112
H 0.468 3.767 5.911 -0.2 0.2 -0.3 0.113
H 1.531 4.603 3.797 -0.4 -0.1 0.1 0.114
H 0.159 5.813 2.118 -0.1 0.0 0.6 0.077
```
Forces are in eV/Å.

---

No. 3
This record from OMol25 describes C20H26N2O5 in the gas phase. The level of theory is ωB97M-V/def2-TZVPD.

Properties
HOMO energy in eV: -8.52
Relative energy (zero: lowest compared OMol25 entry of this formula, charge and spin) in kcal per mole: 12.4
Structure (SMILES): CCOC(=O)C1CCN(C(=O)c2ccc(NC(=O)[C@H]3CCCO3)cc2)CC1
Gap between HOMO and LUMO in eV: 9.176

```
53
Properties=species:S:1:pos:R:3:forces:R:3:lowdin_charge:R:1
C -5.234 5.228 0.243 0.5 0.0 0.0 -0.064
C -3.809 5.592 0.611 -0.2 0.3 0.3 -0.220
O -2.924 4.921 -0.289 -0.3 -0.2 -0.2 -0.007
C -1.625 5.205 -0.172 0.3 0.0 -0.2 -0.475
O -1.188 5.981 0.637 0.0 0.1 0.1 0.123
C -0.808 4.448 -1.209 0.1 0.0 -0.1 -0.215
C -1.062 2.939 -1.109 -0.1 0.0 0.2 -0.110
C -0.455 2.381 0.182 -0.4 -0.2 -0.3 -0.129
N 0.955 2.678 0.232 0.0 0.2 0.2 -0.042
C 1.950 1.782 0.030 0.0 -0.1 0.1 -0.427
O 3.110 2.114 -0.130 0.3 0.0 -0.2 0.075
C 1.560 0.335 0.065 0.2 -0.2 0.0 -0.164
C 1.146 -0.261 1.252 0.0 0.0 -0.2 -0.033
C 0.883 -1.615 1.297 0.0 -0.1 -0.1 -0.013
C 1.026 -2.398 0.152 0.1 0.3 -0.2 -0.209
N 0.748 -3.762 0.257 -0.2 0.0 0.6 0.145
C 0.816 -4.732 -0.684 -0.1 -0.4 0.3 -0.413
O 1.119 -4.587 -1.848 0.0 0.1 -0.2 0.081
C 0.426 -6.109 -0.109 -0.1 0.0 -0.4 -0.231
C 1.301 -7.228 -0.708 0.0 0.1 0.0 -0.106
C 1.986 -7.848 0.514 -0.2 0.1 0.2 -0.142
C 1.839 -6.747 1.564 0.4 -0.3 0.1 -0.188
O 0.581 -6.155 1.301 -0.4 0.0 0.0 -0.119
C 1.442 -1.806 -1.037 0.0 -0.1 -0.1 0.008
C 1.716 -0.452 -1.069 -0.1 0.2 0.3 -0.003
C 1.250 4.096 0.202 0.4 0.3 -0.1 -0.124
C 0.687 4.743 -1.063 -0.2 0.0 0.2 -0.111
H -5.380 4.154 0.323 -0.1 -0.1 0.0 0.077
H -5.447 5.532 -0.778 -0.1 0.0 -0.1 0.078
H -5.924 5.731 0.915 -0.1 0.0 0.1 0.077
H -3.570 5.285 1.635 0.0 0.1 -0.1 0.129
H -3.638 6.672 0.533 0.0 -0.2 0.1 0.127
H -1.161 4.800 -2.185 0.0 0.0 0.1 0.156
H -2.132 2.736 -1.134 0.0 0.0 -0.1 0.117
H -0.593 2.443 -1.962 0.0 0.0 0.0 0.126
H -0.610 1.303 0.232 0.0 0.2 0.1 0.119
H -0.940 2.848 1.048 0.0 -0.1 0.0 0.137
H 1.042 0.339 2.145 0.0 0.1 0.1 0.124
H 0.570 -2.075 2.223 0.0 0.0 0.1 0.113
H 0.497 -4.096 1.183 0.1 0.0 -0.3 0.143
H -0.640 -6.253 -0.322 0.1 0.0 0.0 0.163
H 2.021 -6.789 -1.399 -0.1 -0.1 0.0 0.113
H 0.704 -7.954 -1.255 0.0 0.0 0.0 0.115
H 1.452 -8.740 0.840 0.0 0.0 0.0 0.112
H 3.026 -8.104 0.331 0.0 -0.1 0.0 0.112
H 2.640 -6.000 1.454 0.0 0.0 0.0 0.128
H 1.823 -7.112 2.591 0.1 0.1 0.0 0.124
H 1.558 -2.410 -1.920 0.0 0.0 0.0 0.102
H 2.059 0.004 -1.985 0.1 0.0 -0.1 0.123
H 2.335 4.207 0.236 -0.2 0.0 0.1 0.124
H 0.809 4.569 1.084 0.1 0.0 0.0 0.126
H 0.849 5.820 -1.013 0.0 0.0 -0.1 0.122
H 1.214 4.349 -1.934 0.0 0.0 0.0 0.126
```
Forces are in eV/Å.

---

No. 4
This record from OMol25 describes C2H6FNO2S in the gas phase at a distorted geometry. The level of theory is ωB97M-V/def2-TZVPD.

Properties
HOMO energy in eV: -10.92
Relative energy (zero: lowest compared OMol25 entry of this formula, charge and spin) in kcal per mole: 7.8
Structure (SMILES): C[C@H](F)S(N)(=O)=O
Gap between HOMO and LUMO in eV: 11.401

```
13
Properties=species:S:1:pos:R:3:forces:R:3:lowdin_charge:R:1
C -1.102 1.277 0.589 3.0 3.3 -1.7 -0.059
C -0.019 0.657 -0.255 2.8 1.2 2.5 -0.463
F -0.133 0.789 -1.594 -0.4 0.0 -0.6 -0.005
S 0.028 -1.142 0.189 3.1 0.6 0.6 0.602
N 1.309 -1.665 -0.795 -1.7 -0.3 1.2 -0.059
O 0.595 -1.234 1.498 -0.4 0.2 0.6 -0.308
O -1.222 -1.744 -0.100 -0.3 -0.2 -0.8 -0.256
H -1.968 0.781 0.372 -2.8 -0.5 -0.1 0.055
H -0.743 1.255 1.558 0.2 -1.2 2.4 0.056
H -0.974 2.420 0.532 -1.2 -1.5 -0.9 0.129
H 1.038 1.206 0.103 -2.4 -2.0 -1.1 0.192
H 2.201 -1.304 -0.440 -0.6 0.0 -0.3 0.084
H 0.990 -1.297 -1.656 0.7 0.2 -1.8 0.030
```
Forces are in eV/Å.